C35H30BrI2N4O3PSSr | the ωB97M-V functional and the def2-TZVPD basis

XYZ file:
```
78
Properties=species:S:1:pos:R:3:forces:R:3
Sr 0.0596 -1.1625 0.8522 -0.217 -0.388 -0.375
I 4.1697 -2.3193 7.8172 0.659 -0.015 0.871
C 3.1226 -2.2902 6.0742 -1.017 -2.071 -0.793
C 2.5567 -3.5386 5.5898 0.247 3.904 0.083
C 1.7154 -3.4518 4.5141 1.165 0.218 0.292
I 0.8665 -5.1988 3.8824 -0.451 -0.498 -0.472
C 1.5319 -2.2407 3.8230 -1.767 0.136 -1.135
O 0.7278 -2.2147 2.7995 0.222 -0.012 0.106
C 2.0847 -1.0479 4.3222 -0.506 0.692 -0.704
C 1.6589 0.2913 3.7325 -2.144 0.422 0.483
N 1.7758 0.4227 2.2680 1.291 0.268 -0.625
C 3.1819 0.2770 1.8383 0.104 -2.024 0.103
C 3.4330 0.0475 0.3315 -0.814 -0.390 0.986
C 4.5841 0.5139 -0.2573 -0.366 -0.874 -2.752
C 4.8151 0.1580 -1.6112 0.486 -0.127 0.543
C 3.9938 -0.7442 -2.2686 0.355 1.326 -0.059
C 2.8667 -1.1410 -1.5778 -1.522 -1.280 -0.163
N 2.5635 -0.7964 -0.3122 1.012 0.951 -0.290
C 2.8488 -1.0919 5.4493 0.730 -0.500 0.380
H 2.6649 -4.4489 6.0745 0.530 -1.369 1.014
H 0.5524 0.4181 3.8850 0.548 -0.595 -0.002
H 1.9647 1.2184 4.2896 0.867 -1.002 -0.357
H 1.5590 1.3806 2.0499 -0.516 0.439 -0.063
H 3.8201 1.0237 2.3322 0.106 -0.011 -0.570
H 3.4902 -0.7247 2.2495 -0.062 0.880 -0.038
H 5.3377 1.1250 0.1434 0.389 0.825 1.163
H 5.6934 0.5589 -2.1314 -0.334 -0.120 0.292
H 4.1823 -0.9497 -3.3280 -0.285 -0.303 0.563
H 2.1274 -1.8155 -2.1013 0.758 0.739 0.926
H 3.2765 -0.1822 5.8056 0.215 0.485 0.449
O -2.0249 -2.1118 -2.9173 0.043 0.480 -0.372
C -1.0332 -1.5714 -2.4382 0.182 -0.073 0.524
O -0.3815 -1.9878 -1.4277 0.169 -0.127 0.622
C -0.3367 -0.3003 -3.0055 0.756 -1.323 -1.076
P -0.3146 1.1187 -1.9112 -0.138 0.564 0.699
C 0.7782 2.3978 -2.6898 0.121 -0.781 -0.693
C 0.7650 2.7440 -4.0632 -0.726 0.735 -0.129
C 1.6170 3.7251 -4.5727 0.303 -0.431 0.899
C 2.5272 4.2883 -3.6857 -0.286 -0.619 -0.014
C 2.5434 3.9507 -2.3435 -0.358 -0.530 0.076
C 1.7143 2.9609 -1.8154 -1.148 -0.110 -0.700
C -1.9848 1.7760 -2.2699 -0.065 -0.864 -0.189
C -2.9583 0.9462 -2.8104 -0.106 -0.241 -0.506
C -4.2143 1.4513 -3.0723 -1.283 0.267 0.350
C -4.5729 2.7458 -2.7648 1.555 1.791 0.379
C -3.5781 3.6250 -2.2208 -1.044 -1.770 -0.577
C -2.3371 3.0708 -1.9536 0.243 1.313 0.733
H -0.6256 -0.0383 -4.0066 -0.611 0.157 -0.498
H 0.6771 -0.7204 -3.1335 -0.130 0.673 0.212
H -0.0169 2.4023 -4.7474 0.190 -0.392 0.433
H 1.6404 4.0807 -5.5999 -0.317 -0.417 0.082
H 3.2759 4.9319 -4.0808 0.354 0.791 -0.026
H 3.1883 4.4956 -1.7218 1.007 0.462 0.883
H 1.5985 2.5834 -0.7808 0.764 0.769 -0.489
H -2.8097 -0.0951 -3.0773 0.308 0.108 0.126
H -5.0231 0.8307 -3.4344 0.242 -0.371 -0.241
H -5.5546 3.1456 -2.9716 -0.152 -0.151 -0.054
H -3.8004 4.6600 -2.0067 0.006 0.008 0.114
H -1.6181 3.6743 -1.4035 0.126 0.131 -0.294
S -2.6195 -5.7726 0.4758 0.299 0.349 -0.464
C -2.6888 -5.1933 2.0710 0.035 0.207 -0.185
C -2.1951 -3.9366 2.1101 0.415 0.618 1.447
N -1.6495 -3.4535 0.9574 -0.539 0.174 -0.406
C -1.8773 -4.2862 -0.0143 1.523 -0.927 -1.552
H -2.9587 -5.8154 2.8924 -0.479 -0.118 0.320
H -2.1355 -3.3126 3.0130 0.078 -0.456 -0.452
H -1.3761 -4.2145 -1.0330 -1.152 0.294 1.387
Br -1.6432 2.1353 2.2488 0.176 -0.458 -0.219
C -2.8321 1.0080 1.2461 -1.379 1.997 0.147
C -3.9946 1.6246 0.7872 -0.142 1.340 0.691
C -4.9156 0.8790 0.1013 -1.022 0.600 -0.214
C -4.7195 -0.4851 -0.0879 1.051 1.743 0.591
C -3.5336 -0.9725 0.4086 0.094 0.650 -0.554
N -2.5952 -0.2263 1.0490 0.614 -2.076 -0.257
H -4.1950 2.6811 1.0345 0.266 -0.671 -0.381
H -5.8066 1.3973 -0.3034 0.596 -0.481 0.317
H -5.4064 -0.9754 -0.7155 -0.467 -1.173 -0.366
H -3.2233 -1.9371 0.1494 0.348 -1.364 0.021
```
Positions in Å, forces in eV/Å.

Computed properties:
Relative energy (zero: lowest compared OMol25 entry of this formula, charge and spin): 26.2 kcal per mole
Total charge: 0
Calculated total energy: -156091.34863 eV
LUMO level: 0.11 eV

***

C28H37Br2Cl37FINO5P | the ωB97M-V functional and the def2-TZVPD basis

XYZ file:
```
113
Properties=species:S:1:pos:R:3:forces:R:3
C -0.1123 -3.2281 2.5575 -0.763 0.259 -0.005
C -1.3864 -4.0328 1.8393 0.046 0.892 1.850
O -0.9515 -5.0152 0.8308 0.759 2.778 -2.215
C -0.2711 -4.3571 -0.3113 6.641 -0.895 0.514
O 1.0879 -4.4425 -0.3199 -8.843 0.600 -0.120
C -1.0493 -3.6045 -1.5637 -0.455 0.307 0.951
C -0.2170 -2.2511 -2.0854 0.027 -1.442 1.250
C 0.0889 -1.3770 -0.7260 -1.577 -0.832 -0.343
C 0.1738 0.2476 -0.9523 5.421 -1.139 -0.086
P -0.9647 1.1127 -2.2123 -2.127 -0.190 -1.237
O -0.6141 0.7016 -3.8645 1.165 -0.498 2.834
Cl -0.5463 3.2374 -2.1268 0.612 -1.245 -0.105
C 1.6628 0.4260 -1.6851 3.305 -0.971 -2.895
O 2.2470 -0.2755 -2.6546 -4.164 4.108 5.586
N 2.4032 1.5936 -1.0002 -2.114 -2.149 -0.978
C 2.1755 1.4115 0.5165 -0.097 1.758 -4.145
O 2.5197 2.7330 1.0522 -0.921 -1.734 -0.098
C 3.2772 0.2546 0.8453 -0.393 0.153 0.899
Br 4.9057 0.7065 -0.3019 -0.549 -0.774 1.113
C 3.8359 0.1476 2.3587 1.868 -2.024 -0.359
C 4.0402 -1.4827 2.6717 -1.207 0.589 -0.894
Br 2.7287 0.8744 3.8296 0.407 -0.424 -1.108
C 0.5633 0.9602 0.4688 0.477 -0.016 3.192
F 0.5803 -0.1080 1.5362 -0.603 1.439 -1.959
C -0.3312 2.1401 1.1264 -0.310 0.335 0.323
C -1.9494 2.0139 1.0303 0.013 2.521 0.231
C -2.5538 3.2008 2.0466 0.479 -0.893 -1.111
I -2.8321 0.1405 1.7161 0.605 0.744 -0.363
H -0.6186 -2.4326 3.2791 1.172 -1.523 -1.578
H 0.5702 -2.6848 1.7727 -1.480 -1.022 1.595
H 0.5613 -3.9269 3.2142 -1.449 1.118 -1.425
H -1.9096 -4.6254 2.7160 1.041 0.901 -2.068
H -2.2147 -3.2748 1.4376 1.994 -1.528 0.525
H -1.2410 -4.3772 -2.4220 0.541 1.368 1.709
H -2.0955 -3.2464 -1.1596 1.975 -0.796 -0.778
H -0.9218 -1.7322 -2.8596 1.460 -0.938 1.417
H 0.8055 -2.6280 -2.5151 -2.151 1.012 0.554
H 1.0953 -1.8340 -0.2743 -2.359 1.423 -0.905
H -0.8322 -1.5897 0.0030 2.190 0.583 -1.349
H -0.0060 -0.0874 -3.9563 -0.418 1.071 0.119
H 2.0995 2.5057 -1.4020 0.129 -0.890 0.512
H 2.1087 3.4872 0.5410 0.500 -1.563 0.572
H 2.9076 -0.8143 0.4849 0.633 2.497 0.683
H 4.9020 0.6422 2.4116 -2.428 -0.704 -0.039
H 2.9383 -1.9344 2.6652 2.383 0.843 0.268
H 4.5767 -1.6912 3.6900 -1.012 0.454 -2.125
H 4.5744 -1.9400 1.7307 -0.683 0.805 2.033
H -0.0526 2.1900 2.2849 -0.401 -0.314 -2.597
H -0.0487 3.2111 0.6804 -0.629 -2.439 0.785
H -2.4244 2.2665 -0.0161 1.543 -0.960 2.073
H -2.2853 4.2437 1.5518 -0.556 -2.527 1.406
H -2.0378 3.0619 3.0886 -1.270 0.382 -1.904
H -3.7167 3.0356 2.0516 2.350 0.590 0.379
C 1.4078 -1.3872 -6.5262 0.077 0.295 -0.273
Cl 0.6559 -2.3322 -5.2297 0.141 0.157 -0.082
Cl 2.2263 -2.4546 -7.6797 0.158 0.172 0.294
Cl 0.1976 -0.3904 -7.3518 0.434 -0.045 0.225
H 2.1542 -0.7244 -6.0809 -0.244 -0.264 -0.081
C 2.9632 -6.2347 -7.5300 0.026 -0.119 0.061
Cl 3.7657 -5.2170 -8.7382 -0.028 -0.152 0.104
Cl 1.2218 -6.3199 -7.8463 0.291 -0.020 0.111
Cl 3.6727 -7.8582 -7.5140 -0.098 0.245 -0.173
H 3.1128 -5.7837 -6.5457 -0.059 -0.119 -0.326
C -4.4721 5.2202 -0.5737 -0.123 0.023 -0.068
Cl -4.2956 3.4587 -0.6486 -0.466 0.389 -0.382
Cl -5.9393 5.6610 0.3166 0.222 -0.054 -0.138
Cl -3.0452 5.9571 0.1747 -0.252 0.357 -0.547
H -4.5611 5.6011 -1.5944 0.059 -0.140 0.363
C -4.3474 -2.4501 5.0437 -0.051 0.053 0.192
Cl -2.8301 -3.0030 5.7727 -0.197 0.033 -0.116
Cl -4.7918 -0.8527 5.6684 0.055 -0.235 -0.101
Cl -4.2113 -2.4116 3.2775 -0.233 -0.289 0.244
H -5.1365 -3.1569 5.3130 0.284 0.236 -0.131
C 4.1365 4.5272 5.5968 -0.007 0.010 -0.274
Cl 5.1083 3.2166 4.9058 0.025 0.338 0.148
Cl 2.5327 4.5752 4.8451 0.679 0.696 -0.128
Cl 3.9951 4.3376 7.3528 0.006 0.034 -0.081
H 4.6413 5.4748 5.3922 -0.165 -0.317 0.118
C 0.8220 2.0403 7.5314 -0.034 -0.040 0.061
Cl 1.7469 0.5752 7.9022 -0.075 0.241 -0.062
Cl 0.8272 2.3545 5.7876 -0.305 -0.879 0.760
Cl -0.8385 1.8966 8.1326 0.159 0.066 -0.031
H 1.2987 2.8852 8.0350 -0.138 -0.262 -0.204
C 4.5557 -9.5630 -3.7072 -0.001 0.000 0.051
Cl 3.9232 -10.7896 -4.8184 0.047 0.123 0.147
Cl 6.3274 -9.5879 -3.6963 -0.228 -0.003 0.038
Cl 3.9588 -7.9548 -4.1507 0.062 -0.178 0.330
H 4.2018 -9.7959 -2.6996 0.122 0.092 -0.365
C -6.7809 2.7834 6.5569 -0.042 -0.041 -0.034
Cl -5.2635 2.2305 7.2859 -0.179 0.046 -0.069
Cl -7.2253 4.3808 7.1815 0.028 -0.193 -0.053
Cl -6.6447 2.8219 4.7907 -0.022 -0.046 0.217
H -7.5699 2.0766 6.8262 0.281 0.255 -0.092
C 4.3565 6.2352 0.5335 0.343 -0.017 0.199
Cl 4.5338 7.9980 0.5095 -0.058 -0.270 -0.065
Cl 4.6940 5.5981 2.1521 -0.021 0.017 -0.365
Cl 2.7311 5.7662 0.0069 -0.035 0.198 -0.118
H 5.0814 5.8067 -0.1633 -0.289 0.121 0.231
C -1.9362 6.0655 4.9868 -0.005 0.044 0.131
Cl -1.0113 4.6004 5.3576 -0.299 0.530 -0.087
Cl -1.9310 6.3797 3.2430 0.052 0.160 0.335
Cl -3.5967 5.9218 5.5881 0.186 0.033 -0.066
H -1.4595 6.9104 5.4904 -0.171 -0.288 -0.187
C -3.5088 0.9990 -7.4804 -0.011 -0.096 0.170
Cl -2.4569 0.8375 -8.8971 -0.184 0.001 0.084
Cl -2.5583 0.9160 -5.9873 -0.343 0.041 -0.252
Cl -4.4218 2.5158 -7.5531 0.037 -0.166 -0.016
H -4.2196 0.1687 -7.4828 0.251 0.285 -0.047
C -2.2331 -3.7292 -8.9394 0.170 -0.054 0.006
Cl -0.6758 -3.5169 -8.1213 -0.645 -0.291 -0.371
Cl -3.5219 -2.9019 -8.0482 0.026 -0.101 -0.024
Cl -2.1470 -3.1325 -10.6056 -0.030 -0.101 0.198
H -2.4645 -4.7970 -8.9676 0.037 0.387 0.006
```
Positions in Å, forces in eV/Å.

Computed properties:
Total charge: 0
Calculated total energy: -664876.10023 eV
LUMO level: -0.28 eV

***

> What is the total charge in the first record?

0